<one>
C40H50N10 | wB97M-V/def2-TZVPD

Each line ends with the Löwdin charge.
Cartesian coordinates (Å):
C  -4.450  1.050  0.863  -0.12
C  -5.171  0.363  1.873  -0.12
C  -6.127  -0.448  1.270  -0.13
N  -5.981  -0.290  -0.093  0.02
C  -4.968  0.612  -0.314  -0.16
H  -3.677  1.783  0.863  0.08
H  -4.942  0.379  2.943  0.10
H  -6.786  -1.153  1.818  0.12
H  -6.469  -0.714  -0.834  0.13
H  -4.850  0.947  -1.340  0.11
C  2.732  5.181  0.278  -0.10
C  3.403  4.876  -0.932  -0.15
C  2.534  4.656  -1.950  -0.14
N  1.272  4.710  -1.384  0.01
C  1.396  5.028  -0.039  -0.15
H  3.182  5.469  1.199  0.08
H  4.477  4.807  -1.015  0.09
H  2.623  4.397  -3.003  0.11
H  0.389  4.509  -1.866  0.13
H  0.546  5.208  0.615  0.10
C  -1.894  -4.001  1.745  -0.13
C  -1.507  -3.755  0.386  -0.12
C  -2.194  -2.661  0.001  -0.19
N  -2.913  -2.182  0.997  0.06
C  -2.756  -3.016  2.082  -0.14
H  -1.376  -4.657  2.466  0.09
H  -0.663  -4.284  -0.080  0.10
H  -2.215  -2.215  -0.976  0.09
H  -3.529  -1.395  0.987  0.10
H  -3.173  -2.758  3.056  0.11
C  -3.721  -0.834  -4.403  -0.10
C  -2.591  -1.281  -3.627  -0.10
C  -2.512  -2.640  -3.828  -0.15
N  -3.496  -3.039  -4.682  0.01
C  -4.235  -1.926  -5.060  -0.13
H  -4.138  0.155  -4.480  0.08
H  -1.931  -0.706  -3.047  0.05
H  -1.790  -3.309  -3.446  0.10
H  -3.766  -3.998  -4.833  0.15
H  -5.010  -2.053  -5.785  0.10
C  -2.623  3.564  -1.878  -0.12
C  -1.874  2.373  -1.705  -0.10
C  -1.300  2.131  -2.952  -0.16
N  -1.684  3.083  -3.828  0.01
C  -2.392  4.019  -3.145  -0.16
H  -3.040  4.142  -1.047  0.10
H  -1.607  1.805  -0.822  0.07
H  -0.675  1.306  -3.244  0.10
H  -1.746  2.874  -4.828  0.16
H  -2.818  4.892  -3.674  0.12
C  0.907  1.282  0.413  -0.14
C  1.706  1.178  1.564  -0.12
C  1.578  -0.082  2.089  -0.12
N  0.706  -0.822  1.247  0.07
C  0.341  0.083  0.241  -0.16
H  0.732  2.083  -0.231  0.06
H  2.209  1.997  1.972  0.08
H  2.240  -0.581  2.800  0.10
H  0.433  -1.792  1.294  0.11
H  -0.335  -0.208  -0.618  0.12
C  5.463  -3.173  -1.016  -0.09
C  5.242  -3.522  0.379  -0.11
C  4.639  -2.446  0.908  -0.17
N  4.416  -1.469  -0.051  0.04
C  4.847  -1.967  -1.224  -0.16
H  6.012  -3.695  -1.776  0.08
H  5.445  -4.375  0.982  0.08
H  4.299  -2.277  1.926  0.10
H  4.008  -0.553  0.109  0.13
H  4.750  -1.419  -2.130  0.09
C  0.808  -3.367  3.868  -0.11
C  1.914  -3.078  4.774  -0.09
C  2.947  -3.910  4.405  -0.13
N  2.498  -4.636  3.328  0.00
C  1.239  -4.299  2.979  -0.16
H  -0.173  -2.888  3.843  0.08
H  1.996  -2.391  5.589  0.08
H  3.914  -4.001  4.828  0.10
H  2.988  -5.387  2.899  0.14
H  0.787  -4.795  2.142  0.10
C  3.462  1.015  -3.162  -0.10
C  4.004  1.370  -1.878  -0.13
C  5.390  1.488  -2.033  -0.12
N  5.656  1.282  -3.365  -0.01
C  4.543  1.001  -4.066  -0.15
H  2.429  0.788  -3.467  0.09
H  3.502  1.519  -0.942  0.07
H  6.120  1.633  -1.252  0.11
H  6.560  1.159  -3.784  0.15
H  4.535  0.722  -5.112  0.11
C  -2.411  1.433  5.235  -0.12
C  -2.190  2.745  4.798  -0.11
C  -1.500  2.663  3.607  -0.14
N  -1.349  1.346  3.302  0.02
C  -1.893  0.573  4.296  -0.13
H  -3.051  1.129  6.028  0.08
H  -2.569  3.654  5.177  0.08
H  -1.245  3.456  2.891  0.11
H  -0.693  1.018  2.591  0.11
H  -1.827  -0.488  4.303  0.09

The highest occupied orbital energy is -7.88 eV. The calculation puts the LUMO energy at 0.5 eV. The multiplicity is 1. Its molar mass is 670.9 g mol⁻¹.

***

<two>
C40H50N10 | wB97M-V/def2-TZVPD

Each line ends with the Löwdin charge.
Cartesian coordinates (Å):
C  1.283  7.155  0.364  -0.11
C  0.508  6.435  1.391  -0.08
C  0.066  5.304  0.757  -0.19
N  0.402  5.298  -0.534  0.03
C  1.144  6.483  -0.754  -0.15
H  1.850  8.064  0.460  0.09
H  0.421  6.575  2.448  0.07
H  -0.484  4.472  1.182  0.11
H  0.235  4.569  -1.242  0.12
H  1.503  6.606  -1.724  0.09
C  2.340  -2.396  3.945  -0.11
C  1.808  -3.726  3.798  -0.11
C  1.347  -3.881  2.512  -0.09
N  1.623  -2.644  1.846  0.05
C  2.195  -1.782  2.732  -0.19
H  2.741  -1.859  4.839  0.11
H  1.917  -4.543  4.417  0.07
H  0.872  -4.667  2.062  0.05
H  1.438  -2.431  0.837  0.13
H  2.301  -0.772  2.414  0.08
C  1.246  -5.106  -0.880  -0.10
C  0.210  -4.110  -1.046  -0.11
C  -0.907  -4.535  -0.404  -0.14
N  -0.564  -5.696  0.259  0.01
C  0.738  -6.014  -0.038  -0.19
H  2.262  -5.251  -1.223  0.10
H  0.276  -3.210  -1.674  0.07
H  -1.880  -4.108  -0.355  0.10
H  -1.229  -6.290  0.790  0.17
H  1.243  -6.801  0.484  0.11
C  0.127  4.064  4.304  -0.14
C  -1.228  4.421  4.416  -0.12
C  -1.927  3.259  4.348  -0.18
N  -1.077  2.222  4.263  0.00
C  0.222  2.707  4.168  -0.13
H  0.964  4.739  4.349  0.09
H  -1.722  5.368  4.614  0.10
H  -2.996  3.002  4.401  0.12
H  -1.337  1.207  4.166  0.13
H  1.083  2.030  4.171  0.11
C  4.855  1.167  -0.251  -0.10
C  4.970  0.337  -1.449  -0.12
C  4.729  -0.951  -1.116  -0.13
N  4.498  -0.992  0.276  0.02
C  4.533  0.313  0.778  -0.16
H  5.009  2.249  -0.139  0.10
H  5.267  0.825  -2.379  0.10
H  4.654  -1.817  -1.733  0.09
H  4.305  -1.780  0.905  0.14
H  4.370  0.518  1.825  0.11
C  2.228  -0.063  -4.628  -0.10
C  2.347  -1.514  -4.331  -0.12
C  1.158  -2.093  -4.610  -0.17
N  0.336  -1.084  -5.075  0.01
C  0.997  0.140  -5.058  -0.15
H  3.069  0.637  -4.511  0.10
H  3.175  -2.074  -3.915  0.08
H  0.904  -3.146  -4.540  0.11
H  -0.678  -1.262  -5.268  0.17
H  0.450  1.035  -5.169  0.09
C  -0.262  3.414  -3.845  -0.13
C  -1.712  3.488  -3.762  -0.09
C  -2.034  2.806  -2.592  -0.15
N  -0.904  2.244  -2.089  0.04
C  0.140  2.613  -2.825  -0.22
H  0.257  3.844  -4.714  0.10
H  -2.407  4.072  -4.441  0.11
H  -3.011  2.687  -2.119  0.11
H  -0.900  1.609  -1.311  0.10
H  1.137  2.291  -2.687  0.10
C  -3.367  -0.695  3.300  -0.12
C  -3.025  -1.413  2.136  -0.11
C  -1.974  -2.178  2.451  -0.17
N  -1.595  -1.985  3.742  0.07
C  -2.472  -1.005  4.239  -0.16
H  -4.091  0.084  3.480  0.10
H  -3.485  -1.477  1.154  0.08
H  -1.403  -2.816  1.838  0.08
H  -0.653  -2.148  4.056  0.12
H  -2.405  -0.686  5.253  0.10
C  -4.247  -1.244  -2.508  -0.11
C  -4.935  -1.214  -1.230  -0.13
C  -5.828  -2.227  -1.210  -0.17
N  -5.744  -2.923  -2.377  0.01
C  -4.770  -2.294  -3.177  -0.15
H  -3.546  -0.444  -2.831  0.10
H  -4.778  -0.488  -0.415  0.09
H  -6.612  -2.367  -0.524  0.10
H  -6.559  -3.404  -2.780  0.16
H  -4.523  -2.595  -4.190  0.10
C  -0.307  0.360  0.728  -0.11
C  -0.443  -0.664  -0.278  -0.12
C  0.752  -0.732  -0.993  -0.13
N  1.602  0.218  -0.425  0.04
C  0.982  0.883  0.615  -0.12
H  -1.000  0.662  1.540  0.10
H  -1.294  -1.376  -0.295  0.09
H  1.079  -1.432  -1.767  0.08
H  2.532  0.431  -0.746  0.09
H  1.611  1.502  1.124  0.08

The highest occupied orbital energy is -7.75 eV. The calculation puts the LUMO energy at 0.5 eV. The multiplicity is 1. Its molar mass is 670.9 g mol⁻¹.

***

The winner here is <one>, beating the second structure by 0.431 eV.

***

<one>
C2H7N4S | wB97M-V/def2-TZVPD

Each line ends with the Löwdin charge.
Cartesian coordinates (Å):
C  1.691  0.485  -0.133  -0.44
C  -2.859  0.479  0.200  -0.06
N  3.939  -0.483  0.032  0.11
N  2.806  0.055  0.154  -0.03
N  -0.755  -0.463  -0.465  -0.17
N  -1.761  -0.458  0.372  -0.19
S  0.316  1.280  -0.407  0.95
H  -2.820  1.237  0.981  0.09
H  -2.553  0.921  -0.861  0.12
H  -3.838  -0.035  0.214  0.10
H  4.065  -1.034  0.882  0.15
H  -1.011  -0.414  -1.456  0.09
H  -1.596  -0.760  1.305  0.14
H  4.377  -0.811  -0.820  0.15

The highest occupied orbital energy (spin up / spin down) is -12.90 / -12.90 eV. As for the charge: +1. The calculation puts the LUMO energy (spin up / spin down) at -4.5 / -4.5 eV. The multiplicity is 1. Its molar mass is 119.2 g mol⁻¹.

***

<two>
C2H7N4S | wB97M-V/def2-TZVPD

Each line ends with the Löwdin charge.
Cartesian coordinates (Å):
C  -1.137  1.604  -0.284  -0.12
C  1.578  -0.606  0.370  -0.09
N  -0.251  0.857  -0.107  0.06
N  0.537  -0.141  -0.508  -0.05
N  -1.024  -1.673  -0.636  -0.41
N  -2.110  2.439  -0.265  0.22
S  -2.121  -1.178  0.447  0.69
H  2.185  -1.383  -0.183  0.12
H  1.131  -0.929  1.356  0.11
H  2.324  0.109  0.467  0.06
H  -0.340  -2.350  -0.454  0.04
H  -1.140  -1.648  -1.649  0.09
H  -2.434  3.154  -0.901  0.15
H  -2.520  2.588  0.627  0.13

The highest occupied orbital energy (spin up / spin down) is -12.75 / -13.18 eV. As for the charge: +1. The calculation puts the LUMO energy (spin up / spin down) at -5.5 / -5.2 eV. The multiplicity is 1. Its molar mass is 119.2 g mol⁻¹.

***

The winner here is <one>, beating the second structure by 0.624 eV.

***

<one>
C5H11IN | wB97M-V/def2-TZVPD

Each line ends with the Löwdin charge.
Cartesian coordinates (Å):
C  -1.980  2.315  -0.093  -0.01
C  -1.873  0.980  -0.278  -0.76
I  -3.333  -0.442  0.063  0.98
C  -0.488  0.259  -0.871  -0.16
N  0.028  -0.888  -0.010  -0.22
C  1.185  -1.263  -0.696  -0.08
C  0.266  -0.390  1.375  0.02
H  -2.703  2.714  0.618  0.08
H  -1.244  2.917  -0.568  0.07
H  -0.450  -0.040  -1.917  0.13
H  0.112  1.075  -0.919  0.08
H  -0.635  -1.663  0.071  0.14
H  1.755  -0.399  -1.042  0.11
H  1.969  -1.873  -0.047  0.16
H  0.970  -1.862  -1.636  0.14
H  0.910  0.531  1.301  0.15
H  -0.640  -0.109  1.752  0.04
H  0.641  -1.195  2.030  0.13

The highest occupied orbital energy is -13.00 eV. As for the charge: +1. The calculation puts the LUMO energy at -3.0 eV. The multiplicity is 1. Its molar mass is 212.1 g mol⁻¹.

***

<two>
C5H11IN | wB97M-V/def2-TZVPD

Each line ends with the Löwdin charge.
Cartesian coordinates (Å):
C  0.278  -0.987  1.281  -0.03
C  1.155  -1.166  0.043  -0.03
C  0.378  0.125  0.202  -0.42
C  -1.391  -0.378  -1.521  -0.23
C  -0.736  0.561  -0.630  -0.78
N  1.311  1.372  0.683  0.20
I  -1.058  2.570  -1.096  1.02
H  -0.662  -1.398  1.590  0.11
H  0.759  -0.820  2.198  0.09
H  2.214  -1.268  0.008  0.11
H  0.716  -1.738  -0.768  0.11
H  -1.574  -1.495  -1.269  0.12
H  -0.799  -0.546  -2.461  0.11
H  -2.416  -0.023  -1.766  0.07
H  -2.594  0.400  0.953  0.16
H  0.629  2.144  0.739  0.04
H  2.171  1.527  0.156  0.16
H  1.619  1.121  1.657  0.17

The highest occupied orbital energy (spin up / spin down) is -13.56 / -11.71 eV. As for the charge: +1. The calculation puts the LUMO energy (spin up / spin down) at -4.2 / -4.1 eV. The multiplicity is 1. Its molar mass is 212.1 g mol⁻¹.

***

The winner here is <one>, beating the second structure by 3.575 eV.